Here is 2 unconnected molecules or ions with the total composition C4H5NOS2 in a non-equilibrium geometry from OMol25. Energies are from ωB97M-V with the def2-TZVPD basis set.

Each atom is followed by the atoms it is bonded to, with distances in Å.
Atoms and positions in Å:
1 S 0.5169 2.6980 -1.5510  C6 1.620
2 S -0.3970 -1.4729 -1.3629  C5 1.809, C7 1.678
3 O -1.6722 -0.8132 2.2248  C8 1.209
4 N 0.0957 -0.4670 0.8307  C7 1.309, C8 1.368, H9 0.955
5 C -1.5706 -1.9219 -0.0612  S2 1.809, C8 1.600, H11 1.130, H12 1.068
6 C 2.0293 2.7973 -0.9785  S1 1.620, H10 1.104, H13 1.152
7 C 0.6599 -0.6765 -0.3318  S2 1.678, N4 1.309
8 C -1.1163 -1.0035 1.1682  O3 1.209, N4 1.368, C5 1.600
9 H 0.4066 -0.0416 1.6273  N4 0.955
10 H 2.1902 3.3112 -0.0147  C6 1.104
11 H -1.4790 -2.9702 0.3517  C5 1.130
12 H -2.5864 -1.7789 -0.3590  C5 1.068
13 H 2.9230 2.3392 -1.5436  C6 1.152

The molecular weight is 147.224 g/mol. As for the lowest unoccupied orbital energy: -0.34 eV. As for the total energy: -29434.18565 eV. The HOMO-LUMO gap comes out at 8.432 eV. The calculation puts the energy relative to the best compared isomer or geometry (same formula, charge and spin) at 280.6 kJ/mol.

Okay, here come the natural (NBO) numbers, in e, for every atom: 0.07 0.37 -0.55 -0.63 -0.70 -0.47 -0.11 0.69 0.41 0.19 0.26 0.25 0.21